1.
C14H10FN3OS | wB97M-V/def2-TZVPD

ORCA input file:
```
! RIJCOSX wB97M-V def2-TZVPD def2/J DEFGRID3
* xyz 0 1
F -4.9581 -2.6702 -0.7082
C -4.2273 -1.5429 -0.4343
C -3.3057 -1.4802 0.5776
C -2.7694 -0.4333 0.9450
C -3.0768 0.6135 0.1587
C -4.0788 0.7111 -0.6798
C -4.7609 -0.4898 -0.9420
H -5.4108 -0.3501 -2.0354
H -4.2851 1.7460 -1.3481
C -2.3548 2.0025 0.6823
H -1.9949 2.1795 1.6941
H -3.1506 3.0144 0.5246
S -1.0075 2.2377 -0.6040
C 0.1734 1.4258 0.1636
N 0.0799 0.5973 1.0788
N 1.1803 -0.0828 1.4128
C 2.0110 0.1275 0.3184
C 3.2683 -0.2268 0.0295
C 4.0850 0.3930 -1.2457
C 5.2259 -0.1550 -1.3004
N 5.8136 -1.0798 -0.7223
C 5.0969 -1.4129 0.5949
C 3.9333 -0.9810 0.8382
H 3.3697 -1.4108 1.8337
H 5.7504 -2.0506 0.8081
H 5.9066 0.1443 -2.2903
H 3.5307 0.8142 -1.8495
O 1.3575 1.3481 -0.5571
H -2.1753 -0.4473 1.8780
H -3.2263 -2.5416 1.1787
*
```

- HOMO-LUMO gap (eV) = 6.973
- relative energy (zero: lowest compared OMol25 entry of this formula, charge and spin) (kcal/mol) = 282.0
- highest occupied orbital energy (hartree) = -0.3103
- DFT total energy (a.u.) = -1276.61699
- structure (SMILES) = Fc1ccc(CSc2nnc(-c3ccncc3)o2)cc1

2.
C14H10N3NaO4S | wB97M-V/def2-TZVPD

ORCA input file:
```
! RIJCOSX wB97M-V def2-TZVPD def2/J DEFGRID3
* xyz 0 1
Na -0.1071 -1.4964 -0.2007
N -1.7931 -0.0589 2.0632
C -1.0720 -1.0021 2.7063
N -0.2819 -1.8388 2.1011
C 0.3145 -2.6937 3.0231
C 1.2191 -3.7059 2.7161
C 1.7263 -4.4853 3.7394
C 1.3442 -4.2723 5.0641
C 0.4464 -3.2700 5.3854
C -0.0572 -2.4888 4.3562
S -1.1842 -1.1622 4.4434
H -1.5175 0.2193 1.1223
H -2.2616 0.6414 2.6102
H 1.5212 -3.8793 1.6914
H 2.4310 -5.2730 3.5092
H 1.7525 -4.8941 5.8488
H 0.1484 -3.1021 6.4115
O -0.8711 0.5370 -0.6702
C -0.2200 0.4109 -1.7451
O 0.4047 -0.6124 -2.0938
C -0.1956 1.6018 -2.6845
C -0.9452 2.7378 -2.3987
C -0.9255 3.8257 -3.2552
C -0.1371 3.7423 -4.3889
C 0.6212 2.6295 -4.7035
C 0.5813 1.5505 -3.8355
N -0.1048 4.9005 -5.3100
O -0.7756 5.8709 -5.0195
O 0.6126 4.8245 -6.2870
H -1.5405 2.7498 -1.4971
H -1.4999 4.7184 -3.0623
H 1.2175 2.6218 -5.6026
H 1.1490 0.6534 -4.0373
*
```

- HOMO-LUMO gap (eV) = 8.614
- highest occupied orbital energy (hartree) = -0.3257
- DFT total energy (a.u.) = -1565.26259

3.
C14H11AlClN5O4 | wB97M-V/def2-TZVPD

ORCA input file:
```
! RIJCOSX wB97M-V def2-TZVPD def2/J DEFGRID3
* xyz 2 1
Al -1.1214 0.6394 0.3124
N 0.8767 -2.8253 1.7617
C 0.1075 -1.7657 1.7143
N 0.1962 -0.8608 0.7680
C 1.1436 -1.0351 -0.2889
N 1.0135 -0.3201 -1.3444
N 0.0921 0.6769 -1.1337
C 0.2440 1.8020 -1.7328
C -0.6072 2.9057 -1.3564
C -0.8061 4.1042 -2.0042
C -1.6418 5.1047 -1.5167
C -2.2430 4.8074 -0.2634
C -2.1447 3.5748 0.2748
N -1.3218 2.6421 -0.1953
C 2.1215 -2.1201 -0.1560
C 3.1283 -2.2568 -1.0991
C 3.8044 -3.4591 -1.2073
C 3.5002 -4.4604 -0.2816
C 2.6559 -4.3115 0.7820
C 1.9161 -3.0918 0.8239
H 0.5579 -3.5671 2.3622
H -0.6065 -1.7169 2.5681
H 1.0408 1.8722 -2.4655
H -0.3639 4.1466 -2.9950
H -1.9016 6.0351 -2.0221
H -2.9522 5.4453 0.2310
H -2.7313 3.1110 1.0937
H 3.2938 -1.4373 -1.7828
H 4.5050 -3.6747 -1.9949
H 3.9466 -5.4280 -0.4147
H 2.4286 -5.1063 1.5187
O -4.6002 -0.3624 1.1187
Cl -3.7202 0.0824 2.0695
O -2.4219 0.4717 1.2412
O -3.2724 -0.9000 2.9369
O -4.1166 1.2774 2.6774
*
```

- HOMO-LUMO gap (eV) = 6.877
- relative energy (zero: lowest compared OMol25 entry of this formula, charge and spin) (kcal/mol) = 7.1
- highest occupied orbital energy (hartree) = -0.5647
- DFT total energy (a.u.) = -1816.73010

4.
C14H11AuBF6N2O2 | wB97M-V/def2-TZVPD

ORCA input file:
```
! RIJCOSX wB97M-V def2-TZVPD def2/J DEFGRID3
* xyz -1 1
Au 0.9248 -0.5569 -2.6678
O -5.5966 1.5600 1.3128
C -5.2678 1.1052 0.0789
O -6.1293 0.8750 -0.7241
C -3.8092 0.9190 -0.1709
C -2.8560 1.7300 0.4319
C -1.5095 1.5085 0.2105
C -1.1129 0.4480 -0.5888
C -2.0603 -0.3381 -1.2348
C -3.4040 -0.0992 -1.0288
N 0.2707 0.1176 -0.7414
C 0.9761 0.1625 0.3218
C 2.4110 -0.1637 0.3753
C 3.0807 0.0062 1.5815
C 4.4362 -0.2820 1.6197
C 5.0569 -0.7352 0.4689
C 4.2921 -0.8966 -0.6822
N 3.0001 -0.6179 -0.7292
H -4.8187 1.5250 1.8862
H -3.1517 2.5524 1.0720
H -0.7714 2.1373 0.6874
H -1.7264 -1.1470 -1.8708
H -4.1562 -0.7107 -1.5084
H 0.5187 0.4422 1.2646
H 2.5301 0.3121 2.4610
H 4.9940 -0.1656 2.5397
H 6.1116 -0.9764 0.4568
H 4.7320 -1.2701 -1.6006
F 0.6903 -0.5541 3.4831
B -0.7102 -0.4684 3.2661
F -1.0100 -1.0769 2.0249
F -1.0493 0.9069 3.1729
F -1.4041 -1.0797 4.3017
F 2.7986 -1.6207 -4.5495
C 1.4567 -1.2166 -4.5101
F 1.3602 -0.2554 -5.5150
H 0.9030 -2.0770 -4.8953
*
```

- HOMO-LUMO gap (eV) = 7.427
- relative energy (zero: lowest compared OMol25 entry of this formula, charge and spin) (kcal/mol) = 0.0
- highest occupied orbital energy (hartree) = -0.2114
- DFT total energy (a.u.) = -1560.18143

5.
C14H11ClN2O4 | wB97M-V/def2-TZVPD

ORCA input file:
```
! RIJCOSX wB97M-V def2-TZVPD def2/J DEFGRID3
* xyz 0 1
O -4.5863 1.6679 4.7684
Cl -1.4528 1.2511 -2.7391
N -2.2443 0.0671 4.6839
N -2.2791 0.4441 2.3758
O -5.1199 1.1996 2.6466
O 3.8959 -0.1559 -4.6889
O 1.0672 -0.0230 -3.1089
C -4.2570 1.1607 3.6979
C -2.8794 0.5081 3.5958
C -0.9528 -0.2977 4.6199
C -1.0050 0.0182 2.2452
C -0.3320 -0.3084 3.3881
C 1.3946 -0.6345 -0.6842
C 0.8789 -0.5706 0.6214
C -1.1282 0.4966 -0.1781
C -0.5712 0.4972 -1.4511
C 0.7074 -0.0317 -1.7503
C -0.4196 -0.0549 0.8774
C 3.6244 -0.0476 -3.2970
C 2.6033 -0.7286 -4.9928
C 2.2628 -0.7444 -3.4688
H -5.9073 1.6248 3.0052
H -0.4449 -0.5688 5.5505
H 0.7242 -0.5732 3.3678
H 2.3702 -1.0800 -0.8123
H 1.4402 -0.9730 1.4504
H -2.0872 0.9766 -0.0105
H 3.5118 1.0074 -2.9938
H 4.3364 -0.5598 -2.6429
H 1.9854 -0.0291 -5.5900
H 2.6182 -1.7292 -5.4198
H 2.2462 -1.8091 -3.0660
*
```

- HOMO-LUMO gap (eV) = 8.611
- highest occupied orbital energy (hartree) = -0.3286
- DFT total energy (a.u.) = -1410.71053
- structure (SMILES) = O=C(O)c1nccc(-c2ccc(OC3COC3)c(Cl)c2)n1

6.
C14H11F3N2O4S | wB97M-V/def2-TZVPD

ORCA input file:
```
! RIJCOSX wB97M-V def2-TZVPD def2/J DEFGRID3
* xyz 0 1
O 2.6649 2.8079 -1.6420
C 1.7025 2.4647 -1.0061
O 0.4866 2.9911 -1.1994
H 0.5265 3.6669 -1.8946
C 1.7220 1.4206 0.0489
C 0.5968 1.1540 0.8243
C 0.6631 0.1418 1.7567
C 1.8135 -0.5969 1.9599
C 2.9391 -0.3133 1.2018
C 2.8903 0.6864 0.2461
H 3.7489 0.9153 -0.3668
H 3.8471 -0.8759 1.3506
H 1.8074 -1.3691 2.7129
S -0.7877 -0.2448 2.7294
O -1.7209 0.8449 2.6901
O -0.4118 -0.7529 4.0104
N -1.4275 -1.5953 1.8612
N -1.1641 -1.6698 0.5032
C -1.5069 -0.6787 -0.3943
C -2.5408 0.2198 -0.1151
C -2.9089 1.1805 -1.0332
C -2.2699 1.2714 -2.2604
C -1.2604 0.3811 -2.5656
C -0.8763 -0.5886 -1.6475
C 0.2142 -1.5470 -2.0094
F 1.2440 -1.5317 -1.1232
F 0.7621 -1.3084 -3.2030
F -0.2003 -2.8314 -2.0344
H -0.7580 0.4310 -3.5192
H -2.5589 2.0254 -2.9742
H -3.7037 1.8669 -0.7859
H -3.0371 0.1792 0.8402
H -0.3312 -2.2106 0.3166
H -2.4090 -1.7190 2.0822
H -0.3117 1.7234 0.7106
*
```

- HOMO-LUMO gap (eV) = 8.580
- highest occupied orbital energy (hartree) = -0.3237
- DFT total energy (a.u.) = -1648.36726
- structure (SMILES) = O=C(O)c1cccc(S(=O)(=O)NNc2ccccc2C(F)(F)F)c1

7.
C14H11F6N5OPSTc | wB97M-V/def2-TZVPD

ORCA input file:
```
! RIJCOSX wB97M-V def2-TZVPD def2/J DEFGRID3
* xyz 2 3
Tc -3.0789 0.1730 -0.6460
S -2.8926 1.8035 0.7939
C -1.2912 1.4010 1.3135
N -0.8080 2.2372 2.2632
N 0.4338 2.3014 2.5743
C 1.6252 2.0562 1.9069
C 2.7647 2.0515 2.7350
C 4.0061 1.8896 2.1642
C 4.1084 1.7820 0.7786
C 2.9738 1.8405 -0.0438
C 1.7237 1.9711 0.5051
N -0.6583 0.2740 0.9892
N -1.3457 -0.4807 0.1809
C -0.8239 -1.7308 -0.1082
C 0.3463 -2.1965 0.5297
C 0.8247 -3.4409 0.2058
C 0.1598 -4.2285 -0.7423
C -0.9963 -3.7699 -1.3777
C -1.4887 -2.5275 -1.0636
H 0.5474 2.7580 3.4803
H 2.6601 2.1629 3.8080
H 4.8919 1.8671 2.7826
H 5.0854 1.6800 0.3246
H 3.0857 1.8062 -1.1187
H 0.8565 2.0702 -0.1301
H 0.8427 -1.5834 1.2660
H 1.7148 -3.8205 0.6872
H 0.5468 -5.2086 -0.9884
H -1.4946 -4.3834 -2.1145
H -2.3754 -2.1798 -1.5802
O -5.7879 -2.3635 1.3068
C -4.9990 -1.7044 0.8012
N -4.1431 -1.0077 0.2756
F -2.9858 0.6475 -2.4763
P -0.7382 1.2972 -3.2288
F -1.2128 0.6794 -4.5727
F 0.7086 1.6969 -3.5514
F -0.4893 -0.1706 -2.6868
F -0.7799 1.7510 -1.6813
F -1.5168 2.5993 -3.5617
*
```

- HOMO-LUMO gap (alpha / beta) (eV) = 6.325 / 5.747
- highest occupied orbital energy (alpha / beta) (hartree) = -0.5622 / -0.5851
- DFT total energy (a.u.) = -2308.14686

8.
C14H12F4O18V | wB97M-V/def2-TZVPD

ORCA input file:
```
! RIJCOSX wB97M-V def2-TZVPD def2/J DEFGRID3
* xyz -1 5
V -0.7580 -1.3039 -1.3851
C 0.7767 -3.1998 -2.7499
O 0.4148 -2.0955 -3.1819
O 0.4056 -3.2449 -1.5643
O 0.0713 -4.0446 -3.3543
C -2.9145 -2.6941 -2.3086
O -2.3855 -2.8678 -1.2465
O -2.6049 -3.6337 -3.0592
O -2.3482 -1.7509 -2.8652
C -4.1601 2.5520 1.2484
C -3.3351 3.2285 0.2039
O -2.6870 2.1602 -0.4543
C -2.6493 1.0423 0.2990
O -2.0083 0.0210 0.0467
O -3.3477 1.3581 1.4476
F -2.3428 3.9991 0.8528
H -5.1561 2.4274 0.8235
H -4.4111 3.0782 2.1694
H -3.9199 3.8532 -0.4712
C 1.2996 3.9296 -2.4570
C 0.8492 3.9817 -1.0017
O 0.3134 2.6916 -0.8005
C 0.0722 2.0926 -1.9644
O -0.4427 0.9891 -2.1389
O 0.5801 2.8627 -2.9794
F -0.1659 4.8902 -0.8274
H 2.3582 3.6704 -2.4377
H 1.3484 4.8674 -3.0105
H 1.6820 4.1601 -0.3215
C 4.4271 -0.0428 -0.6129
C 4.3573 -1.5381 -0.2091
O 3.0540 -1.6262 0.2944
C 2.2696 -0.6468 -0.2867
O 1.0161 -0.6195 -0.2430
O 3.1069 0.2459 -0.9473
F 5.2548 -1.7482 0.7886
H 5.0928 0.0265 -1.4732
H 4.8280 0.6143 0.1589
H 4.4512 -2.2336 -1.0432
C 0.4065 -2.1280 4.2326
C -0.6128 -3.2102 4.3400
O -1.2828 -2.9469 3.1626
C -0.4843 -2.3274 2.3103
O -0.7284 -2.2206 1.0711
O 0.5567 -1.9175 2.8801
F -1.4361 -2.9653 5.3644
H 1.3873 -2.2836 4.6818
H 0.0768 -1.2063 4.7121
H -0.2746 -4.2458 4.3066
*
```

- HOMO-LUMO gap (alpha / beta) (eV) = 2.907 / 3.000
- highest occupied orbital energy (alpha / beta) (hartree) = -0.0363 / -0.0398
- DFT total energy (a.u.) = -3238.16014